Entry 1:
{
  "formula": "C24H50Cl2O4P2ReSi2",
  "method": "ωB97M-V with the def2-TZVPD basis set",
  "symbols": ["Re", "C", "C", "C", "Si", "C", "C", "Si", "H", "H", "H", "Cl", "C", "C", "C", "C", "H", "H", "H", "H", "H", "H", "H", "H", "H", "H", "H", "H", "C", "C", "P", "H", "H", "P", "H", "H", "C", "C", "C", "C", "C", "H", "C", "H", "H", "H", "H", "H", "H", "H", "C", "C", "H", "H", "H", "H", "H", "H", "H", "C", "C", "H", "H", "H", "H", "H", "H", "C", "C", "H", "H", "H", "H", "H", "H", "H", "C", "H", "H", "H", "O", "Cl", "O", "O", "O"],
  "positions_angstrom": [[-0.0640, -0.0100, -0.0708], [2.0900, -0.1344, -1.5611], [1.3263, -1.3338, -1.7212], [0.0274, -0.9091, -2.2282], [2.0239, -3.0027, -1.2792], [0.0263, 0.5077, -2.3527], [1.3241, 1.0166, -1.9297], [2.0194, 2.7377, -1.7852], [3.0904, -0.0977, -1.1585], [-0.7519, -1.5729, -2.5642], [-0.7556, 1.1006, -2.7978], [-5.3734, 0.1847, 2.0810], [3.8779, 2.6411, -1.6840], [1.5271, 3.7970, -3.2302], [3.8812, -2.8796, -1.1857], [1.5403, -4.2978, -2.5195], [2.1868, 3.5832, -4.0961], [1.6450, 4.8706, -2.9945], [0.4918, 3.6468, -3.5729], [4.2140, 2.1182, -0.7734], [4.3137, 3.6517, -1.6650], [4.3083, 2.1100, -2.5525], [2.1797, -4.2146, -3.4223], [0.4958, -4.2324, -2.8608], [1.6918, -5.3142, -2.1118], [4.3155, -2.5074, -2.1315], [4.3216, -3.8685, -0.9859], [4.2075, -2.2021, -0.3799], [1.3736, 3.4173, -0.1421], [1.3697, -3.3897, 0.4550], [-0.2605, 2.7138, 0.2722], [1.4275, 4.5363, -0.0998], [2.0691, 3.0445, 0.6426], [-0.2653, -2.6246, 0.7312], [2.0630, -2.8893, 1.1657], [1.4226, -4.4852, 0.6872], [-0.7523, -3.0449, 2.4639], [-1.3800, -3.7052, -0.3442], [-1.3753, 3.5901, -0.9794], [-0.7604, 3.4454, 1.9142], [-0.5701, 2.5211, 3.0163], [-1.8470, 3.6278, 1.8172], [-0.0838, 4.7544, 2.2743], [0.9837, 4.6099, 2.4881], [-0.5403, 5.1910, 3.1814], [-0.1624, 5.5234, 1.4814], [-1.0217, 1.5416, 2.7526], [-1.0385, 2.7834, 3.9572], [0.5007, 2.3061, 3.2353], [-0.9292, 3.2822, -1.9423], [-1.3708, 5.1130, -0.9262], [-2.7972, 3.0488, -0.9307], [-0.3618, 5.5410, -0.9268], [-1.9146, 5.4881, -0.0477], [-1.8930, 5.5104, -1.8205], [-2.8371, 1.9973, -1.2617], [-3.4427, 3.6399, -1.5999], [-3.2238, 3.0985, 0.0769], [-0.9381, -3.5698, -1.3488], [-2.8007, -3.1622, -0.3846], [-1.3723, -5.1949, -0.0272], [-0.3621, -5.6151, 0.0404], [-1.8989, -5.7439, -0.8349], [-1.9101, -5.4111, 0.9076], [-2.8382, -2.1757, -0.8776], [-3.2291, -3.0505, 0.6183], [-3.4476, -3.8503, -0.9529], [-0.5904, -1.9698, 3.4430], [-0.0870, -4.2848, 3.0593], [-1.8525, -3.2576, 2.4142], [0.9825, -4.0997, 3.2483], [-0.1615, -5.1783, 2.4165], [-0.5426, -4.5554, 4.0328], [0.4955, -1.8052, 3.5512], [-1.0455, -2.0619, 4.3762], [-1.0818, -1.0894, 2.9839], [-2.1572, 0.0683, 0.6720], [-2.8038, -0.0019, -0.1960], [-2.5541, -0.7537, 1.3726], [-2.5446, 0.9981, 1.2233], [0.6284, -0.5576, 5.2522], [0.0399, 0.1172, 3.9762], [-1.2597, 0.5576, 4.4273], [1.5148, 0.6904, 3.6292], [0.0188, 0.0497, 1.7970]],
  "mulliken_spin": [1.486, -0.044, -0.015, 0.033, -0.012, 0.028, -0.025, -0.007, 0.016, 0.007, 0.006, -0.001, 0.000, 0.000, 0.001, 0.000, 0.000, 0.000, 0.000, -0.001, 0.000, 0.001, 0.000, 0.000, 0.000, 0.001, 0.000, -0.001, 0.007, 0.008, 0.023, 0.000, 0.004, 0.009, 0.004, 0.000, 0.016, -0.022, -0.021, 0.011, -0.007, -0.003, 0.001, 0.000, 0.000, 0.000, 0.007, -0.002, -0.004, 0.001, -0.002, 0.006, 0.000, 0.000, 0.000, -0.002, 0.000, 0.000, 0.002, 0.005, -0.004, 0.000, 0.000, 0.000, -0.002, 0.000, 0.000, 0.064, 0.007, 0.003, 0.000, 0.001, -0.001, 0.027, -0.009, -0.018, -0.016, 0.017, 0.018, 0.020, 0.232, 0.163, 0.185, 0.308, 0.490],
  "largest_force_ev_per_a": 10.76,
  "orbital_gap_ev": [4.769, 3.492],
  "e_lumo_ev": [-1.38, -2.66],
  "s2": 3.818,
  "multiplicity": 4,
  "total_charge": 0
}

=====

Entry 2:
{
  "formula": "C24H51BN4O11P3S2",
  "method": "ωB97M-V with the def2-TZVPD basis set",
  "symbols": ["C", "C", "C", "O", "C", "C", "C", "C", "O", "C", "C", "C", "C", "S", "C", "N", "N", "C", "O", "P", "C", "O", "C", "B", "C", "O", "N", "P", "N", "O", "O", "P", "O", "O", "S", "H", "H", "H", "H", "H", "H", "H", "H", "H", "H", "H", "H", "H", "H", "H", "H", "H", "H", "H", "H", "H", "H", "H", "H", "H", "H", "H", "H", "H", "H", "H", "H", "H", "H", "H", "C", "C", "C", "O", "C", "H", "H", "H", "H", "H", "H", "H", "H", "C", "C", "C", "O", "C", "H", "H", "H", "H", "H", "H", "H", "H"],
  "positions_angstrom": [[-2.1516, 0.9543, 5.3550], [-2.0896, 2.2982, 4.4446], [-0.6043, 2.5850, 3.8933], [-0.0923, 1.3784, 3.2616], [0.7733, 1.7342, 2.1398], [-0.2092, 1.9837, 0.9100], [-0.2852, 3.5443, 0.4246], [-1.7665, 3.9013, -0.1510], [-1.7549, 3.5268, -1.5706], [-0.0214, 1.0366, -0.3740], [0.3168, -0.4674, 0.2154], [0.4444, -1.3188, -1.1822], [0.0079, -2.8462, -1.0744], [0.7037, -3.7854, -2.5630], [0.6775, -5.5395, -1.9268], [1.7506, -6.4273, -1.6509], [1.0886, -7.5411, -1.1740], [-0.3132, -7.3448, -1.1415], [-0.6151, -6.0335, -1.6464], [-1.0181, -1.0741, 1.3928], [-2.5959, -1.1827, 0.2923], [-0.8015, -2.6738, 1.9557], [1.8046, -0.2314, 0.8554], [2.5344, -1.6750, 1.0149], [3.8150, -2.0292, 0.0312], [2.1727, -2.7494, 1.8997], [1.9304, 0.7873, 1.9355], [3.2867, 1.8992, 1.3887], [2.8152, 2.8050, 0.1398], [3.8144, 2.9577, 2.5862], [4.6203, 1.0256, 0.7522], [2.4356, 0.2490, 3.5594], [1.4324, -0.9864, 4.2135], [2.3575, 1.5110, 4.7478], [4.3378, -0.2237, 3.7112], [-1.5714, 0.0830, 4.8755], [-1.7680, 1.1175, 6.4144], [-3.2537, 0.6405, 5.3649], [-2.4776, 3.1406, 5.1244], [-2.7845, 2.1634, 3.5497], [0.1034, 2.9155, 4.7424], [-0.6831, 3.4762, 3.1840], [1.2113, 2.7627, 2.4358], [-1.2965, 1.7825, 1.2515], [0.4062, 3.6477, -0.4913], [0.0516, 4.2643, 1.2449], [-1.8718, 5.0476, -0.1572], [-2.6011, 3.3737, 0.4158], [-2.2268, 2.6789, -1.6919], [-1.0209, 0.9559, -0.9230], [0.7997, 1.3909, -1.0908], [1.4806, -1.1696, -1.6744], [-0.2883, -0.8387, -1.9374], [0.4751, -3.3859, -0.1670], [-1.1107, -3.0445, -1.0982], [-1.0909, -8.0788, -0.7677], [-2.3616, -1.1691, -0.8202], [-3.3124, -0.3567, 0.6314], [-3.1224, -2.1704, 0.5725], [-1.5220, -3.2745, 1.6656], [2.3147, 0.2390, -0.0770], [3.6422, -1.3979, -0.9214], [3.6818, -3.1209, -0.3135], [4.8185, -1.8304, 0.5281], [2.9068, -2.7888, 2.5652], [2.9332, 3.7950, 0.4362], [4.2792, 3.7439, 2.2274], [4.4522, 0.9824, -0.2206], [1.7099, -1.1602, 5.1479], [2.1072, 1.1090, 5.6173], [-6.4680, -2.9989, -3.1133], [-7.2108, -3.0487, -1.7965], [-6.2256, -2.3870, -0.8533], [-5.4818, -1.4366, -1.6291], [-5.7506, -1.6669, -3.0201], [-7.1172, -3.0723, -3.9871], [-5.7385, -3.8142, -3.1590], [-8.1244, -2.4493, -1.8631], [-7.4868, -4.0574, -1.4851], [-5.5160, -3.1153, -0.4446], [-6.7184, -1.8769, -0.0224], [-6.3847, -0.8490, -3.3785], [-4.8143, -1.6538, -3.5827], [4.3720, 3.7349, -4.5217], [3.4702, 2.6616, -5.0903], [3.6883, 1.5185, -4.1189], [3.9819, 2.1074, -2.8430], [4.2283, 3.5100, -3.0296], [4.0987, 4.7458, -4.8277], [5.4066, 3.5516, -4.8294], [2.4275, 2.9933, -5.0491], [3.7022, 2.3934, -6.1221], [4.5480, 0.9067, -4.4114], [2.8129, 0.8699, -4.0311], [3.3689, 4.0573, -2.6269], [5.1207, 3.8041, -2.4727]],
  "mulliken_charge": [-0.901, -0.483, -0.380, 0.201, -1.814, 0.580, -0.430, -0.586, -0.537, -1.720, 1.214, -0.799, -0.552, -0.154, 0.488, -0.281, -0.294, -0.005, -0.189, 0.173, -1.024, -0.514, -0.965, 0.157, -0.624, -0.658, 1.352, 0.052, -0.450, -0.484, -0.530, 0.554, -0.408, -0.555, -0.248, 0.125, 0.290, 0.356, 0.365, 0.230, 0.394, 0.114, 1.175, 0.489, 0.189, 0.557, 0.321, 0.251, 0.314, 0.414, 0.055, 0.283, 0.581, 0.365, 0.481, 0.346, 0.266, 0.288, 0.305, 0.338, 0.118, 0.141, 0.232, 0.279, 0.377, 0.212, 0.433, 0.367, 0.423, 0.332, -0.519, -0.543, -0.416, -0.347, -0.404, 0.338, 0.244, 0.265, 0.324, 0.227, 0.311, 0.263, 0.261, -0.587, -0.572, -0.344, -0.250, -0.414, 0.328, 0.271, 0.262, 0.360, 0.286, 0.168, 0.196, 0.300],
  "largest_force_ev_per_a": 8.22,
  "orbital_gap_ev": 7.293,
  "e_lumo_ev": -3.52,
  "total_charge": 1
}